The following is a DFT calculation (ωB97M-V with the def2-TZVPD basis set) of a structure of composition C18H25AlBrCl2N4O4S2 in a non-equilibrium geometry.

Atoms and positions in Å:
Al: -0.6796 11.6921 9.6097
C: -2.8541 17.5768 9.4538
N: -1.8263 16.5446 9.6480
C: -0.9480 16.6862 10.8210
C: -1.8986 15.3457 8.9700
S: -1.6247 13.9159 9.8718
N: -2.2952 15.3814 7.6519
C: -1.9263 16.5099 6.7576
C: -3.1302 14.3222 7.0729
H: -3.5046 17.6141 10.3612
H: -3.4820 17.2902 8.5951
H: -2.3753 18.5501 9.2865
H: -0.6103 17.7439 10.8494
H: -0.0872 16.0149 10.7502
H: -1.4973 16.4391 11.7543
H: -1.1415 17.0931 7.2617
H: -2.8035 17.1430 6.5555
H: -1.5072 16.0875 5.8135
H: -3.7732 13.8926 7.8656
H: -2.5075 13.5013 6.6828
H: -3.7567 14.7239 6.2453
Br: -6.3078 13.3086 9.9613
C: -5.2802 13.1580 11.5241
C: -5.4728 14.0098 12.6425
C: -4.5573 13.8699 13.6924
C: -3.4384 13.0278 13.5692
C: -3.2800 12.2518 12.4271
C: -4.2414 12.2470 11.4277
C: -1.9895 11.5397 12.2855
O: -1.3136 11.2154 13.2340
O: -1.6335 11.2466 11.0066
H: -6.2934 14.6976 12.6199
H: -4.6921 14.4672 14.6000
H: -2.7052 12.9410 14.3639
H: -4.2011 11.5763 10.5643
Cl: 2.5967 9.2548 11.9484
C: 2.1848 9.2588 10.1961
Cl: 3.6530 9.5038 9.1442
C: 1.0630 10.2532 9.9494
O: 1.1362 11.5146 10.2765
O: 0.0249 9.8008 9.3425
H: 1.8466 8.2514 9.9575
S: -0.0926 11.9809 7.0769
C: 1.2514 13.0538 7.2229
N: 1.0640 14.3749 7.2080
C: 2.0689 15.3458 7.6502
C: 3.0949 14.6412 8.5133
C: 3.6181 13.3294 7.9237
N: 2.4877 12.5536 7.3929
H: 0.0719 14.6116 7.1404
H: 1.5137 16.1494 8.1841
H: 2.5436 15.8204 6.7642
H: 2.6741 14.4127 9.5120
H: 3.9289 15.3205 8.7212
H: 4.1212 12.7117 8.6904
H: 4.3730 13.5070 7.1178
H: 2.5602 11.5341 7.3677

## Properties
LUMO energy: -2.931 eV
Relative energy (zero: lowest compared OMol25 entry of this formula, charge and spin): 0.0 kcal/mol
Orbital gap: 8.3 eV
HOMO level: -0.4119 Ha
Total charge: +1
E: -5754.074036 hartree

Atomic partial charges in e from the natural (NBO) method, atoms 1 to 2: number 1, Al, carries 1.8319; number 2, C, carries -0.4132